{
  "formula": "C38H41I2LaN16O2",
  "method": "ωB97M-V/def2-TZVPD",
  "energy_ha": -3126.276437,
  "total_charge": 0,
  "largest_force_ha_per_bohr": 0.069,
  "lumo_energy_ha": -0.0070,
  "relative_energy_kj_mol": 0.0,
  "symbols": ["La", "C", "C", "C", "C", "C", "C", "C", "N", "N", "C", "C", "C", "C", "C", "C", "N", "C", "C", "C", "C", "C", "C", "N", "H", "H", "H", "H", "H", "H", "H", "H", "H", "H", "H", "H", "H", "H", "H", "H", "H", "H", "H", "H", "I", "C", "C", "C", "I", "C", "O", "C", "C", "N", "C", "C", "C", "C", "C", "C", "N", "C", "H", "H", "H", "H", "H", "H", "H", "H", "H", "H", "H", "N", "C", "N", "N", "N", "N", "C", "N", "N", "N", "N", "H", "C", "N", "C", "C", "C", "O", "H", "H", "H", "H", "H", "H", "H", "H", "H"],
  "coordinates": [[9.52872, -13.72005, -8.48345], [7.62202, -11.66289, -11.14368], [6.52539, -11.45327, -10.13191], [5.58354, -12.58763, -9.91937], [4.33504, -12.73662, -10.62938], [3.43655, -13.69465, -10.24092], [3.81535, -14.59004, -9.20150], [5.04627, -14.39964, -8.62964], [5.92483, -13.43684, -8.96004], [9.01825, -11.51449, -10.61938], [9.12142, -10.16903, -9.97823], [10.52020, -9.80955, -9.57031], [10.87152, -8.48066, -9.44922], [12.12379, -8.10049, -9.00453], [13.03385, -9.13510, -8.62120], [12.57500, -10.43222, -8.68457], [11.41111, -10.77185, -9.18774], [10.00698, -11.52587, -11.71151], [9.75254, -12.50101, -12.79909], [9.90550, -12.18084, -14.15652], [9.68775, -13.17786, -15.08248], [9.35812, -14.48907, -14.68140], [9.29249, -14.72262, -13.29044], [9.52743, -13.75270, -12.41725], [7.50393, -10.98420, -11.98693], [7.58262, -12.68796, -11.59120], [5.92755, -10.63729, -10.53406], [6.88772, -11.18768, -9.14653], [4.18971, -12.10448, -11.50029], [2.49210, -13.76716, -10.72063], [3.18529, -15.45628, -8.96572], [5.41303, -15.01412, -7.83028], [8.48669, -10.08747, -9.04727], [8.75142, -9.39750, -10.69678], [10.20035, -7.70135, -9.85574], [12.41408, -7.04946, -8.87792], [14.01490, -8.94884, -8.19227], [13.21660, -11.22485, -8.31219], [10.96733, -11.70658, -11.19292], [10.03510, -10.51616, -12.13753], [10.11780, -11.16922, -14.46507], [9.70440, -12.89277, -16.15424], [9.13276, -15.34796, -15.36395], [8.99592, -15.67051, -12.88881], [5.77299, -20.68141, -10.87163], [6.67172, -18.85377, -10.53777], [5.93630, -17.67544, -10.80404], [6.62410, -16.45678, -10.95811], [5.93638, -15.13741, -12.32539], [7.89135, -16.25085, -10.32480], [8.42687, -15.07703, -10.04897], [8.59502, -17.47717, -10.02515], [9.95906, -17.40967, -9.37229], [9.86053, -16.77617, -7.99483], [8.71955, -17.26458, -7.19041], [8.62438, -16.38407, -5.94887], [9.18343, -16.75637, -4.68713], [8.95888, -15.98205, -3.57699], [8.11603, -14.86992, -3.72856], [7.62953, -14.54758, -4.99677], [7.93948, -15.23262, -6.08982], [8.01026, -18.73568, -10.18958], [4.91995, -17.82596, -11.14159], [10.34610, -18.43418, -9.25625], [10.66258, -16.87093, -10.02758], [10.70789, -17.07939, -7.49406], [7.79217, -17.09119, -7.73617], [8.88642, -18.32098, -6.90061], [9.65173, -17.71624, -4.63490], [9.43443, -16.24430, -2.58647], [7.78616, -14.26910, -2.86605], [6.91697, -13.71580, -5.16736], [8.55624, -19.66101, -10.00135], [13.30141, -14.68954, -7.54723], [12.98603, -14.64062, -8.86847], [13.82295, -15.04997, -9.83139], [13.25752, -14.61700, -10.96384], [12.07673, -14.06957, -10.72169], [11.84642, -14.09078, -9.36614], [12.58023, -14.39949, -6.43052], [13.10904, -14.47200, -5.21809], [12.06775, -14.14311, -4.40683], [10.99086, -13.87360, -5.11556], [11.29357, -13.99115, -6.48112], [14.21096, -15.12100, -7.34798], [6.36468, -11.04120, -6.13790], [7.69484, -10.58265, -5.69567], [7.64665, -9.47448, -4.74253], [8.77649, -11.04761, -6.28181], [10.11764, -10.52337, -5.82161], [8.74387, -11.95814, -7.20236], [5.84942, -11.56063, -5.36996], [6.42347, -11.71950, -6.99253], [5.80406, -10.15371, -6.48684], [8.50921, -9.44350, -4.03731], [6.68771, -9.59772, -4.17659], [7.65551, -8.49264, -5.21406], [10.15776, -9.42827, -5.93682], [10.94761, -11.01197, -6.42591], [10.25891, -10.80137, -4.76058]],
  "lowdin_charge": [2.03, -0.18, -0.13, -0.32, -0.10, -0.10, -0.06, -0.15, 0.11, -0.16, -0.15, -0.27, -0.05, -0.04, -0.04, -0.16, 0.10, -0.15, -0.29, -0.02, -0.08, -0.05, -0.17, 0.10, 0.13, 0.07, 0.12, 0.08, 0.11, 0.10, 0.11, 0.10, 0.12, 0.14, 0.12, 0.11, 0.11, 0.12, 0.10, 0.13, 0.11, 0.11, 0.12, 0.08, 0.86, -0.78, -0.23, -0.67, 1.16, -0.44, -0.39, -0.18, -0.14, -0.08, -0.15, -0.26, -0.02, -0.07, -0.07, -0.16, 0.07, -0.13, 0.07, 0.12, 0.12, 0.12, 0.12, 0.13, 0.10, 0.13, 0.11, 0.10, 0.10, 0.12, -0.49, 0.01, -0.09, -0.08, -0.17, -0.52, 0.02, -0.09, -0.09, -0.09, 0.15, -0.02, -0.11, -0.03, -0.43, 0.01, -0.31, 0.08, 0.06, 0.11, 0.10, 0.11, 0.10, 0.09, 0.09, 0.10]
}